Record 1
The following is a DFT calculation (wB97M-V/def2-TZVPD) of C42H58N3O2P2SSi3Sr as an isolated structure.

```
! wB97M-V def2-TZVPD RIJCOSX def2/J DEFGRID3
* xyz 1 1
Sr 0.101 0.029 1.209
S -1.918 -3.281 0.783
P -0.471 -0.047 3.617
P -2.442 -0.091 1.052
Si 3.964 0.843 0.808
Si 2.569 1.128 -1.832
Si 2.990 -1.676 -0.729
O 0.929 -0.350 3.182
O -1.635 0.213 -0.167
N -1.429 -5.647 -0.292
N -1.414 -3.807 -1.753
N 0.110 2.312 -1.649
C -0.617 2.877 4.270
C 0.820 4.982 -1.948
C -0.776 -1.914 7.744
C -0.937 4.088 3.662
C -4.258 2.032 1.179
C -0.810 3.261 -1.834
C -0.615 1.741 3.466
C -0.912 1.861 2.115
C 2.669 0.093 -0.320
C -0.061 -0.167 6.265
C -1.501 -2.512 6.724
C -5.087 3.149 3.140
C -1.514 -1.946 5.453
C 4.498 -2.071 -1.763
C -0.042 -0.758 7.518
C -1.442 -0.930 2.351
C -0.826 -0.746 5.233
C -6.277 -2.551 0.270
C 1.625 0.237 -3.209
C -5.889 -2.300 1.582
C 3.977 -0.025 2.491
C -0.797 -6.692 -1.109
C 1.400 -2.411 -1.532
C -0.515 4.602 -2.005
C -3.591 1.272 3.373
C -1.301 3.039 1.509
C -4.387 2.263 3.950
C -4.384 -1.315 -0.547
C -3.980 -1.067 0.763
C -5.532 -2.060 -0.787
C 3.254 2.581 1.183
C -1.286 4.172 2.313
C 5.748 0.870 0.234
C 4.211 1.698 -2.537
C 1.788 4.004 -1.793
C 2.922 -2.676 0.898
C 1.423 2.663 -1.666
C -3.502 1.161 1.982
C -5.041 3.018 1.762
C -1.550 -4.337 -0.536
C -4.750 -1.546 1.832
C -1.071 -4.434 -3.032
H -5.608 3.698 1.136
H 3.568 2.942 2.172
H 0.564 -0.337 8.309
H -4.191 1.922 0.105
H -4.453 -1.353 2.848
H 4.680 2.480 -1.928
H 2.839 4.275 -1.801
H 6.356 1.422 0.961
H 6.139 -0.153 0.202
H -6.468 -2.688 2.408
H 2.663 -3.726 0.720
H 1.098 6.023 -2.068
H 4.376 0.620 3.285
H 0.006 -4.557 -3.143
H 2.939 -0.236 2.693
H -2.113 -1.622 2.847
H -1.846 2.919 -1.879
H -1.420 -3.776 -3.824
H 4.626 -3.152 -1.889
H 4.095 2.094 -3.552
H -1.682 3.016 0.508
H -4.434 2.338 5.029
H -0.754 -2.378 8.722
H 2.154 -0.633 -3.611
H -1.232 0.883 1.804
H -0.665 -1.535 1.890
H -5.674 3.940 3.593
H 5.906 1.322 -0.745
H -3.770 -0.949 -1.359
H -2.035 -3.434 6.907
H -3.066 0.601 4.032
H 4.904 0.852 -2.581
H -2.038 -2.452 4.658
H 3.828 -2.659 1.506
H -1.393 -2.803 -1.738
H 0.695 -0.074 -2.735
H 1.346 -2.395 -2.622
H -1.568 -5.391 -3.141
H 5.410 -1.679 -1.301
H 3.509 3.353 0.450
H 0.064 -6.303 -1.642
H 0.619 -1.786 -1.108
H -1.298 5.326 -2.192
H -1.606 5.122 1.899
H 1.258 -3.446 -1.194
H -1.497 -7.137 -1.812
H 1.384 0.910 -4.040
H -1.576 -5.872 0.675
H 4.412 -1.623 -2.760
H -7.173 -3.129 0.080
H 2.183 2.414 1.180
H 2.124 -2.186 1.447
H -0.974 4.979 4.276
H 0.536 0.709 6.046
H 4.545 -0.958 2.502
H -5.839 -2.268 -1.805
H -0.429 2.817 5.333
H -0.451 -7.471 -0.437
*
```

Properties
* largest force on an atom: 19.56 eV/Å
* energy above the lowest of the compared OMol25 structures with the same formula, charge and spin: 12.904 eV

Record 2
The following is a DFT calculation (wB97M-V/def2-TZVPD) of C42H59N3O4OsP2S2 as an isolated structure.

```
! wB97M-V def2-TZVPD RIJCOSX def2/J DEFGRID3
* xyz 0 5
Os -2.996 14.668 18.764
S -2.334 16.473 17.691
S -0.436 9.217 14.601
P -5.421 15.184 18.380
P -1.260 13.608 20.214
O -3.168 13.387 17.137
O 0.839 8.886 15.180
O -1.265 8.228 13.921
O -1.086 12.583 16.906
N -3.472 15.408 20.556
N -1.353 9.881 15.826
N -1.492 19.443 20.648
C 0.971 14.667 18.967
C 0.075 11.028 20.840
C -7.044 19.911 20.278
C -2.952 11.925 25.097
C -2.092 12.898 22.821
C 2.551 19.722 19.590
C 1.332 12.374 12.787
C -3.046 12.897 23.886
C -6.758 14.004 18.919
C -6.270 17.669 19.488
C -2.264 12.693 16.520
C -0.102 10.491 13.412
C -6.510 13.731 20.420
C -2.250 13.762 21.706
C -2.735 10.379 15.639
C -0.268 11.464 11.229
C -0.661 10.430 12.149
C -5.475 16.531 19.545
C -4.979 18.764 21.179
C -4.341 14.578 22.711
C 0.849 11.465 13.760
C -0.147 19.544 20.308
C 0.738 12.412 11.494
C -5.409 15.472 15.590
C -2.789 11.915 15.340
C -5.992 16.037 16.864
C -3.351 14.624 21.691
C -0.184 16.033 20.918
C 0.259 18.973 19.136
C 0.761 20.131 21.115
C 0.234 14.623 20.415
C -2.129 11.073 19.578
C -7.518 16.061 16.701
C 2.097 20.342 20.708
C 1.261 13.350 10.506
C 1.612 18.990 18.798
C -4.158 13.719 23.837
C -6.071 18.746 20.294
C -0.802 11.805 19.864
C -4.182 17.611 21.316
C -6.553 12.698 18.147
C -4.410 16.495 20.500
H -7.105 11.902 18.675
H 2.746 20.900 21.427
H -2.029 18.724 20.190
H -5.636 13.146 20.475
H -1.245 12.232 22.930
H -2.140 12.148 14.484
H 0.427 10.096 20.345
H 1.256 11.471 14.710
H 0.797 14.324 10.675
H 1.559 13.757 18.790
H -1.192 16.286 20.497
H -1.794 19.555 21.588
H -3.825 11.260 25.065
H -7.898 15.049 16.427
H -7.740 14.413 18.648
H -2.667 10.934 20.516
H -3.781 12.127 15.127
H -6.542 20.787 20.717
H -5.187 15.230 22.554
H -2.995 12.444 25.992
H -0.300 16.022 21.990
H -5.623 17.077 16.946
H 1.662 15.485 19.032
H -1.982 10.098 19.092
H -5.514 14.419 15.458
H -7.073 17.723 18.797
H -8.021 16.431 17.557
H 2.061 13.111 13.038
H -6.884 12.779 17.128
H -4.343 15.699 15.575
H 2.376 13.418 10.646
H -5.474 12.529 18.069
H -0.261 11.978 18.940
H -0.496 10.773 21.743
H -7.332 13.117 20.833
H -7.726 16.715 15.820
H -3.116 9.832 14.825
H -6.289 14.575 21.065
H 1.034 11.499 21.093
H -4.963 13.727 24.565
H 1.968 18.405 18.001
H -3.341 17.585 21.949
H -4.730 19.671 21.738
H -7.887 19.761 20.954
H 0.881 14.182 21.135
H -7.432 20.239 19.326
H -1.221 9.539 11.885
H 3.572 19.738 19.226
H -0.669 11.441 10.210
H -0.463 18.496 18.509
H 0.542 16.807 20.662
H -2.757 11.647 18.887
H 0.453 20.578 22.087
H -0.796 10.474 16.440
H -5.823 16.010 14.757
H -2.025 11.357 24.976
H -3.244 10.142 16.610
H 0.307 14.841 18.063
H 1.039 13.043 9.480
*
```

Properties
* largest force on an atom: 3.24 eV/Å
* energy above the lowest of the compared OMol25 structures with the same formula, charge and spin: 0.321 eV
* expectation value of S²: 6.03

Record 3
The following is a DFT calculation (wB97M-V/def2-TZVPD) of C42H60F13I3N3O11P2S as an isolated structure.

```
! wB97M-V def2-TZVPD RIJCOSX def2/J DEFGRID3
* xyz 1 1
I -0.447 3.076 0.488
I -5.321 1.118 -1.997
I -2.795 1.624 4.628
S -1.485 3.652 -2.852
P -3.020 3.207 -1.739
P -1.193 -2.363 1.128
F 13.703 0.281 -2.915
F 12.269 -5.952 -1.152
F -14.084 4.526 4.359
F 12.725 0.552 -4.816
F 10.255 -5.484 -1.772
F -13.485 6.571 4.059
F 4.062 -2.969 -3.939
F 14.867 0.349 -4.743
F -3.373 -1.966 -0.152
F -12.994 5.081 2.578
F 10.963 -4.878 0.174
F 5.614 -3.782 -5.197
F 6.021 -2.057 -3.989
O 13.398 3.214 -4.656
O -10.999 5.862 4.984
O 6.048 -5.319 -2.959
O -11.567 3.706 4.708
O -8.652 -2.182 1.785
O -3.968 -0.648 1.663
O 11.590 -2.599 -1.232
O 12.443 -3.899 -2.853
O 14.847 2.693 -3.020
O 0.437 -2.005 1.062
O 5.884 -3.454 -1.716
N -7.609 1.742 2.751
N -2.644 0.291 -1.890
N -2.879 -0.093 1.018
C 7.747 -4.361 -0.439
C -10.330 3.298 5.316
C -4.928 -1.315 3.892
C -8.350 0.084 0.929
C -7.585 0.372 2.241
C 14.229 -2.251 -2.985
C 15.126 4.090 -2.813
C -2.256 -1.095 0.113
C 1.021 -0.704 -1.647
C -9.263 0.537 -1.330
C -0.175 0.052 -1.126
C -11.764 5.023 4.609
C -1.706 2.013 2.777
C -0.506 0.954 2.791
C -3.210 1.431 -1.109
C -4.709 1.737 0.849
C -3.213 1.263 0.528
C 1.786 -1.538 -2.084
C -1.437 -1.760 -2.283
C -2.380 0.523 -3.359
C 11.800 -3.677 -1.709
C 12.911 -2.730 -3.553
C -5.113 2.155 2.312
C -10.436 3.328 6.826
C 6.244 -4.201 -0.538
C 5.387 -3.237 -4.003
C 13.809 0.891 -4.113
C -1.327 -4.042 0.301
C -1.587 -0.614 -1.207
C -13.093 5.305 3.901
C 11.324 -5.002 -1.108
C -6.620 2.653 2.162
C -8.870 -1.246 0.771
C -8.568 0.971 -0.160
C -2.357 2.309 1.378
C 13.964 2.409 -3.976
C -2.254 -2.843 -2.460
C 14.070 4.725 -1.933
C 5.826 -4.149 -2.853
C -9.785 -0.780 -1.463
C -9.565 -1.681 -0.382
C -3.730 -1.336 2.893
H 14.963 -3.061 -2.989
H 8.132 -4.950 -1.268
H -4.913 2.705 0.332
H -2.323 -4.221 -0.146
H -9.502 3.914 4.958
H 0.772 -2.169 1.959
H -10.601 4.344 7.188
H -2.841 -0.264 -3.996
H -8.072 -0.267 3.017
H -0.607 -4.005 -0.556
H -5.853 -1.679 3.400
H -11.282 2.727 7.162
H -3.359 -2.692 -2.478
H 0.062 0.228 -0.059
H -8.174 1.996 -0.115
H -2.755 -1.125 3.384
H -0.544 0.247 1.951
H 13.093 4.707 -2.417
H -5.184 1.275 2.968
H 12.156 -1.943 -3.536
H 5.735 -5.166 -0.522
H 8.020 -4.855 0.493
H -1.888 -3.869 -2.644
H -3.640 -2.424 2.631
H -9.492 -2.611 2.004
H -1.301 0.654 -3.582
H -0.218 1.020 -1.681
H -2.878 3.287 1.440
H -2.869 1.430 -3.766
H -0.986 -4.850 0.974
H 14.616 -1.431 -3.561
H 8.239 -3.387 -0.481
H -6.849 2.940 1.099
H -3.003 4.095 -0.618
H -9.420 1.203 -2.199
H -5.059 -0.350 4.415
H 0.473 1.475 2.871
H 16.097 4.140 -2.320
H -0.562 0.340 3.719
H 14.117 -1.927 -1.950
H 15.221 4.610 -3.767
H -0.754 -1.640 -3.150
H -6.708 3.617 2.721
H -5.472 0.959 0.693
H -4.575 3.023 2.726
H -4.678 -2.075 4.670
H -3.352 -0.459 -1.975
H -4.133 3.682 -2.490
H 13.043 -3.027 -4.593
H -8.520 2.152 2.529
H 14.327 5.761 -1.713
H -1.199 2.956 3.085
H 2.394 -2.337 -2.507
H -9.524 2.943 7.283
H -6.567 -0.068 2.134
H -9.926 -2.726 -0.425
H -10.323 -1.134 -2.354
H 13.973 4.177 -0.994
H 5.876 -3.628 0.314
H -10.141 2.278 4.981
*
```

Properties
* largest force on an atom: 2.58 eV/Å

Number 1: total energy -106934.10639 eV. Number 2: total energy -99886.86769 eV. Number 3: total energy -160545.06176 eV.